A.
92
Properties=species:S:1:pos:R:3 method="wB97M-V/def2-TZVPD" charge=-2 homo_lumo_gap_ev=5.7
K 0.1664 -0.1497 -0.0583
O 3.3532 -3.2139 0.6973
C 2.8751 -4.3362 1.1151
C 3.6724 -5.4894 1.3495
C 3.1248 -6.6649 1.8321
C 1.7631 -6.7716 2.1179
C 0.9598 -5.6555 1.9014
C 1.4818 -4.4727 1.4137
C 0.5986 -3.2878 1.1386
O 1.1990 -2.0771 1.5577
N 0.2775 -3.2632 -0.2861
N -0.8904 -2.7288 -0.6430
C -1.0930 -2.3878 -1.8621
C -2.3477 -1.7670 -2.2720
Br -3.4519 -1.1269 -0.8748
C -2.6898 -1.4741 -3.5281
C -1.9106 -1.8175 -4.7313
C -1.7322 -0.8468 -5.7204
C -0.9915 -1.1146 -6.8602
C -0.4180 -2.3662 -7.0433
C -0.6014 -3.3457 -6.0771
C -1.3441 -3.0763 -4.9370
H 2.1581 -2.2100 1.2879
H 4.7333 -5.4107 1.1394
H 3.7728 -7.5210 1.9957
H 1.3430 -7.6922 2.5032
H -0.1051 -5.7084 2.1130
H -0.3648 -3.3785 1.6433
H 1.0784 -3.1693 -0.9091
H -0.3141 -2.4959 -2.6186
H -3.5540 -0.8409 -3.6847
H -2.1608 0.1370 -5.5670
H -0.8535 -0.3400 -7.6047
H 0.1663 -2.5768 -7.9303
H -0.1644 -4.3277 -6.2099
H -1.4969 -3.8513 -4.1960
C 2.0387 0.9989 -4.3351
N 1.4530 2.0503 -3.5313
C 2.1653 3.3099 -3.4873
C 0.4142 1.7421 -2.6842
N -0.3196 0.6953 -2.7600
N 0.2471 2.6621 -1.6487
C -0.9152 2.8260 -0.8641
N -0.6096 3.3246 0.3909
N -2.0711 2.5994 -1.3364
H 3.1052 1.1893 -4.4472
H 1.5785 0.9315 -5.3286
H 1.9360 0.0381 -3.8300
H 3.0366 3.2657 -2.8237
H 1.5011 4.1083 -3.1645
H 2.5145 3.5519 -4.4932
H -0.1277 0.1841 -3.6160
H 1.0979 3.0018 -1.2284
H 0.2729 3.0044 0.7699
H -1.3725 3.1701 1.0510
H -2.7633 2.7148 -0.5973
F 3.1278 1.8051 3.7665
C 3.2007 0.7566 2.9359
F 2.1218 0.0108 3.1005
F 4.2823 0.0499 3.2519
S 3.3059 1.4006 1.2030
O 1.9289 1.6847 0.8196
O 4.2143 2.5069 1.2847
N 3.8713 0.1216 0.4995
S 3.6486 -0.0894 -1.0364
O 2.3941 -0.7320 -1.3718
O 4.0106 1.0580 -1.8368
C 4.9713 -1.3731 -1.3804
F 5.6284 -1.7309 -0.2952
F 5.8581 -0.8485 -2.2438
F 4.4233 -2.4318 -1.9649
C -4.1616 4.8707 7.2457
C -3.8970 4.0684 5.9973
C -4.8516 3.9436 4.9998
C -4.6232 3.2014 3.8425
C -5.7035 3.1166 2.8035
C -3.3915 2.5484 3.6522
Se -3.0453 1.5432 2.0703
C -2.4173 2.6661 4.6675
C -1.0813 1.9944 4.5295
C -2.6850 3.4164 5.8070
H -5.1056 5.4134 7.1676
H -3.3709 5.6028 7.4286
H -4.2203 4.2323 8.1321
H -5.8109 4.4423 5.1181
H -6.5938 3.6636 3.1234
H -5.9670 2.0761 2.6023
H -5.3548 3.5185 1.8494
H -0.5516 2.3591 3.6463
H -1.1990 0.9204 4.3743
H -0.4636 2.1690 5.4127
H -1.9142 3.4954 6.5701



B.
92
Properties=species:S:1:pos:R:3 method="wB97M-V/def2-TZVPD" charge=-2 homo_lumo_gap_ev=5.5
K -0.9971 -0.8772 -0.6661
O -2.6292 4.6818 -2.9695
C -3.4872 4.1017 -2.0642
C -4.6171 4.8252 -1.7099
C -5.4925 4.3136 -0.7616
C -5.2428 3.0773 -0.1761
C -4.1237 2.3553 -0.5688
C -3.2355 2.8482 -1.5127
C -2.0366 2.0015 -1.9484
O -2.1477 0.7025 -1.7213
N -0.8332 2.5807 -1.1808
N 0.3452 2.5290 -1.8017
C 1.4016 2.1629 -1.1749
C 2.6763 2.1431 -1.8933
Br 3.7151 0.5606 -1.4784
C 3.2699 2.9875 -2.7451
C 2.9574 4.3816 -3.1588
C 1.7552 5.0732 -2.9552
C 1.6231 6.4016 -3.3391
C 2.6663 7.0729 -3.9589
C 3.8601 6.4004 -4.1864
C 3.9980 5.0771 -3.7893
H -1.8331 4.1390 -3.0212
H -4.7792 5.7945 -2.1716
H -6.3659 4.8870 -0.4735
H -5.9098 2.6816 0.5819
H -3.9179 1.3705 -0.1685
H -1.7858 2.2641 -2.9966
H -0.8593 2.2032 -0.2328
H 1.3892 1.8186 -0.1387
H 4.2203 2.6432 -3.1350
H 0.9220 4.5633 -2.5059
H 0.6856 6.9133 -3.1506
H 2.5523 8.1060 -4.2679
H 4.6903 6.9069 -4.6635
H 4.9417 4.5644 -3.9549
C 4.5902 -2.4348 1.5754
N 3.2982 -2.7483 0.9762
C 3.3908 -3.5042 -0.2527
C 2.2434 -1.8500 1.0938
N 1.3818 -1.5622 0.1985
N 2.1512 -1.2764 2.3662
C 1.2715 -0.1569 2.5429
N 0.0340 -0.5044 3.0510
N 1.7247 1.0085 2.3170
H 5.0762 -3.3552 1.9104
H 4.4599 -1.7679 2.4208
H 5.2527 -1.9411 0.8499
H 4.0451 -4.3615 -0.0861
H 3.8011 -2.9092 -1.0814
H 2.4115 -3.8792 -0.5368
H 1.6041 -1.9549 -0.7133
H 2.0853 -1.9604 3.1069
H -0.3789 -1.3298 2.6331
H -0.6050 0.2980 3.1320
H 0.9922 1.7004 2.4685
F 1.7521 -4.5730 -3.0201
C 0.4587 -4.5253 -3.3597
F 0.3507 -4.0249 -4.5865
F -0.0340 -5.7632 -3.3507
S -0.4744 -3.4492 -2.2141
O 0.1197 -2.1484 -2.4034
O -1.8551 -3.6041 -2.5768
N -0.0799 -4.1415 -0.8407
S -1.1591 -4.0272 0.3215
O -1.3259 -2.6714 0.7977
O -2.3370 -4.8280 0.1527
C -0.2610 -4.8990 1.6515
F 0.0131 -6.1524 1.2786
F -1.0607 -4.9248 2.7133
F 0.8758 -4.2925 1.9798
C -6.7466 2.7959 6.7295
C -5.4577 2.7624 5.9401
C -4.4712 3.7186 6.1183
C -3.2814 3.7080 5.3869
C -2.2678 4.7875 5.6320
C -3.0414 2.6977 4.4292
Se -1.4222 2.6901 3.4147
C -4.0492 1.7176 4.2434
C -3.8872 0.6170 3.2326
C -5.2227 1.7707 4.9937
H -6.7151 3.5749 7.4959
H -6.9353 1.8397 7.2271
H -7.6070 3.0004 6.0828
H -4.6286 4.5096 6.8501
H -2.6106 5.4693 6.4175
H -2.0786 5.3532 4.7160
H -1.3047 4.3555 5.9160
H -2.9498 0.0807 3.3924
H -3.8369 1.0294 2.2212
H -4.7179 -0.0919 3.2932
H -5.9822 1.0068 4.8308



What should be chosen as the least stable of them? Choose B.